1.
Here is a molecular structure, C37H40NP2SbTb in a non-equilibrium geometry from the Open Molecules 2025 dataset. Energies are from ωB97M-V/def2-TZVPD.

Last column: Löwdin spin population.
Atoms and positions in Å:
C (2.701, 0.537, -3.038)  0.00
H (3.255, -0.734, 1.572)  0.00
C (2.992, -2.252, -2.919)  0.00
C (-1.313, 1.783, -2.901)  0.00
C (-2.360, 0.825, -2.363)  0.00
C (-0.723, 3.791, -4.137)  0.00
C (2.485, 2.029, -2.989)  0.00
C (-0.636, 3.653, 5.187)  0.00
H (-3.717, -1.197, -0.463)  0.00
H (-1.993, 2.617, 6.507)  0.00
H (4.938, -1.936, -3.814)  0.00
C (0.638, -2.526, -2.008)  0.00
H (-1.196, -4.270, -0.181)  0.00
H (-2.173, -0.202, -2.721)  0.00
C (-1.560, -2.777, 4.126)  0.00
C (1.810, -1.674, -2.467)  0.00
C (-1.276, 2.516, 5.693)  0.00
H (1.385, -4.152, 0.488)  0.00
Sb (0.366, -0.676, 3.025)  0.00
H (1.687, -0.350, 0.217)  -0.01
H (6.125, -1.553, 4.664)  0.00
H (-1.525, 0.383, 5.554)  0.00
C (-0.098, 1.133, 4.097)  0.00
H (1.394, 4.150, -4.412)  0.00
H (1.252, 2.184, 2.768)  0.00
C (1.328, -3.107, 0.790)  0.00
C (-2.644, 2.453, 0.014)  0.00
C (-1.547, -1.490, 3.598)  0.00
H (4.661, 0.548, -3.944)  0.00
H (2.297, -2.609, 0.682)  0.00
C (2.439, -1.017, 3.562)  0.00
H (-4.915, -3.096, 4.649)  0.00
C (1.687, -0.258, -2.500)  0.00
H (-3.656, -0.379, 1.114)  0.00
H (-4.628, 0.325, -0.217)  0.00
C (-3.947, -1.347, 3.824)  0.00
H (3.156, 2.558, -3.678)  0.00
N (0.510, 0.361, -2.073)  -0.02
C (3.864, -0.074, -3.520)  0.00
C (5.093, -1.403, 4.356)  0.00
C (-1.006, 1.251, 5.150)  0.00
C (-3.712, -0.217, 0.029)  -0.01
C (-3.971, -2.643, 4.355)  0.00
H (-3.527, 2.827, -0.515)  0.00
H (-1.038, 4.681, -4.688)  0.00
H (-1.877, -3.010, 0.904)  0.00
H (1.935, -1.306, 5.644)  0.00
C (3.466, -0.948, 2.617)  0.00
Tb (0.008, 0.190, 0.088)  6.11
H (2.741, 2.378, -1.962)  0.00
H (-0.852, 4.635, 5.600)  0.00
H (3.098, -3.338, -2.884)  0.00
H (-2.825, 2.466, 1.099)  0.00
H (-2.716, 0.246, 3.040)  0.00
P (-2.332, 0.755, -0.516)  -0.02
C (4.792, -1.147, 3.013)  0.00
H (1.017, -3.032, 1.847)  0.00
C (0.279, 3.523, 4.139)  0.00
C (0.632, 3.493, -3.979)  0.00
H (-2.139, -2.904, -0.859)  0.00
H (-4.876, -0.790, 3.710)  0.00
H (0.778, 4.405, 3.736)  0.00
C (0.075, 1.516, -2.712)  0.00
C (1.040, 2.367, -3.258)  0.00
H (-0.636, -3.335, 4.246)  0.00
C (4.061, -1.460, 5.298)  0.00
H (-1.786, 3.106, -0.204)  0.00
H (4.292, -1.653, 6.345)  0.00
C (-1.686, 2.932, -3.590)  0.00
C (-1.428, -3.208, -0.080)  -0.01
C (-2.778, -3.355, 4.506)  0.00
C (4.022, -1.462, -3.451)  0.00
H (-3.369, 1.134, -2.661)  0.00
C (2.729, -1.264, 4.902)  0.00
H (-2.790, -4.363, 4.918)  0.00
P (0.109, -2.333, -0.261)  -0.02
H (-0.257, -2.282, -2.607)  0.00
H (5.593, -1.094, 2.278)  0.00
C (0.550, 2.264, 3.597)  0.00
C (-2.730, -0.768, 3.442)  0.00
H (0.862, -3.592, -2.108)  0.00
H (-2.750, 3.147, -3.722)  0.00

E_HOMO (alpha / beta): -9.331 / -9.368 eV
2S+1: 7
HOMO-LUMO gap (alpha / beta): 6.44 / 6.60 eV
Total charge: +1
LUMO energy (alpha / beta): -0.1063 / -0.1019 Eh

2.
Here is a molecular structure, C29H12BrF4IKN6O from the Open Molecules 2025 dataset. Energies are from ωB97M-V/def2-TZVPD.

Last column: natural (NBO) charge in e.
Atoms and positions in Å:
H (0.242, -3.783, 1.185)  0.22
C (-3.673, 1.639, 2.548)  0.36
C (2.742, -1.012, 4.202)  -0.13
K (-0.393, 0.199, 0.108)  0.92
C (-2.251, 1.005, 4.269)  0.30
N (0.819, 1.235, 2.306)  -0.47
H (2.864, -0.236, 4.947)  0.22
C (1.598, -1.891, 2.296)  0.40
C (-2.762, 4.925, 6.159)  0.32
H (-2.170, 2.876, -0.970)  0.18
H (0.748, 4.851, 5.142)  0.23
H (0.794, 0.728, 4.295)  0.19
F (-4.721, 3.713, 2.560)  -0.31
C (-0.540, 3.257, 1.835)  0.13
H (-3.163, 5.047, -0.306)  0.23
C (-1.999, -1.755, 3.000)  0.34
H (-2.385, 6.120, 1.812)  0.25
H (-0.885, -2.668, 0.358)  0.24
C (0.842, 3.158, 3.810)  -0.23
N (-1.507, -2.727, 3.400)  -0.48
Br (4.849, -2.312, 5.600)  0.05
N (-2.298, 5.274, 7.161)  -0.45
C (-1.972, 5.181, 1.466)  -0.10
C (-1.847, 3.354, -0.049)  0.07
C (0.370, 2.541, 2.677)  0.18
I (1.258, -2.997, -1.216)  -0.02
H (3.997, -4.031, 3.349)  0.23
N (-0.961, 2.703, 0.661)  -0.50
C (3.375, -3.148, 3.315)  -0.21
C (1.048, 0.440, 3.273)  0.15
N (-2.890, -1.032, -0.123)  -0.54
O (0.583, -1.743, 1.388)  -0.54
C (-2.419, 2.234, 4.873)  0.35
H (-0.931, 6.051, 3.779)  0.24
C (-0.534, 5.094, 3.466)  -0.15
C (2.397, -3.023, 2.341)  -0.29
H (2.275, -3.817, 1.620)  0.23
C (-3.863, 2.863, 3.158)  0.29
C (0.142, -2.837, 0.667)  -0.15
C (0.387, 4.428, 4.215)  -0.21
N (-4.130, 6.617, 3.580)  -0.48
C (-2.586, -0.629, 2.385)  -0.55
C (-3.800, 5.673, 4.167)  0.33
H (1.590, 2.660, 4.412)  0.21
C (1.782, -0.849, 3.207)  -0.16
C (-3.344, 4.573, 4.921)  -0.53
C (-2.831, -0.827, 1.024)  0.33
C (-2.403, 4.593, 0.314)  -0.27
C (-2.843, 0.645, 3.062)  -0.15
F (-4.335, 1.410, 1.393)  -0.32
C (3.535, -2.142, 4.246)  -0.12
C (-3.222, 3.250, 4.342)  -0.10
C (-1.005, 4.522, 2.260)  -0.10
F (-1.729, 2.444, 6.011)  -0.32
F (-1.422, 0.129, 4.884)  -0.32

E_HOMO: -3.751 eV
HOMO-LUMO gap: 5.17 eV
Total charge: -1
LUMO energy: 0.0522 Eh

3.
Here is a molecular structure, C5H13Br2CrN2O5 in a non-equilibrium geometry from the Open Molecules 2025 dataset. Energies are from ωB97M-V/def2-TZVPD.

Last column: natural (NBO) charge in e.
Atoms and positions in Å:
H (2.681, 2.853, -2.705)  0.25
N (-1.448, -2.901, -2.295)  0.56
Br (-1.933, 2.679, 3.444)  -0.02
C (2.073, 1.959, -2.657)  -0.48
O (4.044, 1.156, -3.518)  -0.34
H (0.183, 1.375, 3.716)  0.23
H (1.084, 1.980, -3.097)  0.23
H (0.536, -2.946, -1.738)  0.25
C (-0.848, 1.124, 3.980)  -0.44
Cr (-3.170, -0.641, -0.399)  1.47
O (-1.442, 0.338, -0.406)  -0.81
C (-0.023, -2.748, -2.653)  -0.49
H (0.590, 0.083, -0.655)  0.17
H (0.023, 1.306, 0.498)  0.21
H (-1.054, 0.276, 3.334)  0.21
Br (-2.700, 0.001, 5.771)  -0.01
H (-0.234, 0.219, 5.841)  0.24
H (-0.936, 1.797, 6.053)  0.24
C (-0.155, 0.290, 0.117)  -0.26
H (0.228, -1.707, -2.862)  0.27
H (2.044, 1.660, -1.610)  0.23
N (2.878, 0.899, -3.334)  0.53
H (0.200, -3.418, -3.469)  0.26
O (-1.835, -2.366, -1.246)  -0.56
C (-0.996, 0.894, 5.456)  -0.46
H (-0.040, -0.392, 0.965)  0.18
O (2.388, -0.198, -3.537)  -0.42
O (-2.138, -3.572, -2.994)  -0.25

E_HOMO (alpha / beta): -12.417 / -12.417 eV
2S+1: 5
HOMO-LUMO gap (alpha / beta): 6.38 / 6.97 eV
Total charge: +1
Relative energy (zero: lowest compared OMol25 entry of this formula, charge and spin): 0.0 kcal/mol
LUMO energy (alpha / beta): -0.2218 / -0.2003 Eh

4.
Here is 2 unconnected molecules or ions with the total composition C5H13N in a non-equilibrium geometry from the Open Molecules 2025 dataset. Energies are from ωB97M-V/def2-TZVPD.

Last column: natural (NBO) charge in e.
Atoms and positions in Å:
C (-0.873, 0.540, 0.530)  -0.29
H (3.744, 0.134, -0.780)  0.21
H (-4.214, -0.176, 0.125)  0.19
H (-0.630, 1.427, 0.014)  0.22
H (2.587, -1.237, -0.765)  0.19
N (-2.303, 0.353, 0.903)  -0.24
C (1.994, 0.568, 0.582)  -0.52
C (2.576, -0.011, -0.630)  -0.66
H (0.786, -0.409, 0.126)  0.25
C (-0.321, -0.778, 0.002)  -0.53
H (2.035, 0.355, -1.636)  0.20
H (2.399, 1.563, 0.611)  0.20
H (-0.438, -1.228, -0.969)  0.21
H (-2.826, -1.136, -0.480)  0.22
C (-3.046, -0.043, -0.155)  -0.48
H (2.552, 0.137, 1.358)  0.19
H (-0.663, -1.510, 0.622)  0.21
H (-2.976, 0.697, -0.977)  0.20
H (-0.383, 0.754, 1.518)  0.22

E_HOMO: -6.891 eV
HOMO-LUMO gap: 4.27 eV
Relative energy (zero: lowest compared OMol25 entry of this formula, charge and spin): 221.0 kcal/mol
LUMO energy: -0.0962 Eh

5.
Here is 8 unconnected molecules or ions with the total composition C24H60N6O14P2 in a non-equilibrium geometry from the Open Molecules 2025 dataset. Energies are from ωB97M-V/def2-TZVPD.

Last column: Löwdin spin population.
Atoms and positions in Å:
O (-0.466, -3.832, -4.485)  0.00
O (-2.074, 5.878, 1.830)  0.03
H (1.364, -5.016, 0.132)  0.00
N (-0.008, 0.846, 0.937)  0.01
C (-3.695, 4.137, 3.413)  0.11
H (0.592, 3.917, 4.823)  0.01
H (-0.508, -0.209, -3.710)  0.00
H (4.655, 0.993, -4.815)  0.00
C (2.380, -3.640, 1.300)  0.00
H (1.522, 0.943, 2.372)  0.01
C (-0.234, 3.491, 4.255)  0.09
O (-2.795, 0.438, -5.859)  0.00
H (5.679, 0.484, -3.405)  0.00
H (-4.807, -1.413, -3.375)  0.00
P (3.996, 1.233, -1.640)  0.00
H (-0.046, -1.450, -4.921)  0.00
H (3.336, -0.102, 6.276)  0.00
O (4.316, 2.020, -3.036)  0.00
C (-0.985, -4.301, -2.187)  0.00
H (-0.497, -2.837, 2.953)  0.01
N (-0.231, -2.172, -2.985)  0.00
H (-1.869, -4.832, -2.540)  0.00
C (-1.530, 0.932, -0.969)  0.02
H (-1.955, 1.771, -0.418)  0.02
H (1.942, -3.006, 3.101)  0.00
H (-0.161, -1.953, -2.001)  0.00
H (-3.696, -1.556, -4.698)  0.00
C (-3.232, -4.737, 0.828)  0.00
C (-4.487, -2.889, -0.201)  0.00
O (3.562, -3.593, 1.544)  0.00
O (-0.841, 4.553, 3.616)  0.03
C (-3.114, 1.006, -4.817)  0.00
N (1.492, -3.268, 2.236)  0.00
H (-0.195, -4.999, -1.913)  0.00
H (4.294, -1.787, 2.600)  0.00
H (1.477, -0.553, 1.534)  0.00
C (3.385, 0.139, 5.214)  0.01
H (6.032, 1.915, -4.180)  0.00
H (-3.292, 4.530, 4.346)  0.02
C (3.238, -1.199, -1.060)  0.00
H (-3.079, -1.405, -3.022)  0.00
H (-3.878, -0.734, 0.094)  0.01
H (-4.347, 4.881, 2.956)  0.01
C (2.504, 3.320, -0.859)  0.03
H (1.126, -0.790, -3.636)  0.00
H (1.386, -3.260, -0.525)  0.00
C (3.485, -1.028, 4.268)  0.00
C (-2.996, 2.492, -4.622)  0.02
H (-0.118, 1.835, 1.107)  0.00
C (1.908, -4.089, -0.048)  0.00
H (-2.333, 0.255, -1.261)  0.00
O (-5.131, -3.624, -0.941)  0.00
H (1.853, 3.791, -1.596)  0.01
N (-3.658, -3.340, 0.686)  0.00
H (2.157, -1.244, -0.930)  0.00
C (-0.578, 0.185, -0.101)  0.01
H (-3.454, 2.948, -5.500)  0.00
H (-3.414, -5.292, -0.092)  0.00
H (-1.980, 7.536, 0.787)  0.01
H (-0.423, 6.779, 0.957)  0.01
H (-3.588, 2.798, -3.760)  0.02
H (-3.739, -5.174, 1.688)  0.00
H (3.652, -2.129, -1.449)  0.00
C (0.828, 0.222, 1.940)  0.02
O (5.069, 1.336, -0.629)  0.00
O (-0.486, -1.025, -0.261)  0.01
O (-2.763, 3.524, 2.491)  0.06
H (-1.286, 7.628, 2.375)  0.01
O (3.562, -0.271, -2.113)  0.00
H (-1.917, 2.612, -4.526)  0.00
O (2.570, 1.870, -1.153)  0.00
H (-3.133, -2.648, 1.201)  0.01
H (3.747, -0.981, -0.121)  0.00
C (0.061, -3.363, 2.178)  0.01
C (0.112, -1.084, -3.906)  0.00
H (1.930, 3.444, 0.059)  0.01
H (2.499, 0.713, 4.941)  0.01
H (0.047, 2.751, 3.506)  0.01
C (4.698, 0.288, 2.578)  0.01
H (-2.153, -4.748, 0.982)  0.00
C (-4.696, -1.393, -0.196)  0.03
C (-0.528, -3.381, -3.324)  0.00
H (5.353, 0.810, 3.276)  0.00
C (-3.836, -1.070, -3.732)  0.00
N (-3.718, 0.369, -3.828)  0.00
C (-1.348, 6.994, 1.491)  0.08
O (2.938, -2.099, 4.500)  0.00
H (3.929, 0.816, 2.013)  0.00
H (2.772, -4.239, -0.695)  0.00
H (-0.901, 2.955, 4.930)  0.02
H (-4.042, 0.962, -3.077)  0.01
H (-1.300, -3.724, -1.317)  0.00
H (0.176, -0.212, 2.698)  0.02
H (-5.095, -0.958, -1.113)  0.00
H (3.392, 3.935, -0.712)  0.01
H (-0.208, -4.407, 2.337)  0.00
H (5.409, 0.016, 1.798)  0.00
C (5.170, 1.307, -3.907)  0.00
H (-5.509, -1.182, 0.499)  0.01
H (4.209, 0.829, 5.034)  0.00
H (-4.343, 3.309, 3.698)  0.02
H (-1.046, 1.286, -1.879)  0.00
H (-0.358, -3.054, 1.220)  0.00
N (4.229, -0.960, 3.177)  0.00
P (-1.448, 4.413, 2.138)  0.05
O (-0.481, 3.817, 1.138)  0.03

E_HOMO (alpha / beta): 0.246 / -7.169 eV
2S+1: 2
HOMO-LUMO gap (alpha / beta): 2.13 / 9.50 eV
Total charge: -1
LUMO energy (alpha / beta): 0.0875 / 0.0857 Eh

6.
Here is a gas-phase ion, C2H6Br2N (charge +1) in a non-equilibrium geometry from the Open Molecules 2025 dataset. Energies are from ωB97M-V/def2-TZVPD.

Last column: natural (NBO) charge in e.
Atoms and positions in Å:
C (-0.172, 0.085, -1.186)  -0.76
H (-0.267, -0.973, 1.867)  0.47
Br (-2.134, 1.638, -0.071)  0.12
N (-0.186, -0.091, 1.336)  -0.75
H (0.825, 0.136, 1.239)  0.46
H (-0.280, 1.050, -1.647)  0.27
H (0.901, -0.240, -1.202)  0.26
H (-0.520, -0.754, -1.965)  0.29
Br (-2.194, -1.622, 0.007)  0.17
C (-1.009, -0.062, 0.035)  0.00
H (-0.444, 0.600, 2.096)  0.47

E_HOMO: -14.759 eV
HOMO-LUMO gap: 10.41 eV
Total charge: +1
Relative energy (zero: lowest compared OMol25 entry of this formula, charge and spin): 13.8 kcal/mol
LUMO energy: -0.1600 Eh